The following is a quantum chemistry calculation of a structure of composition C22H44AlBCl4F5KN2O9S in a non-equilibrium geometry, from OMol25.

XYZ file:
```
90
Properties=species:S:1:pos:R:3
C 0.37949 -1.35636 -0.02217
C -0.06076 -1.10045 -1.51288
O -1.51400 -1.11663 -1.69471
C -1.97082 -2.32638 -2.37026
C -2.11271 -2.14120 -3.99816
C -0.91317 -2.75988 -4.79596
C -0.83141 -4.30242 -4.96155
C -0.33782 -4.62972 -6.41971
N 1.00133 -4.00368 -6.72637
C 2.15642 -4.82117 -6.20882
C 3.44704 -4.22074 -6.86779
O 4.55357 -5.01205 -6.45562
H -0.47950 -1.17156 0.64804
H 0.85345 -2.34541 0.11297
H 1.15542 -0.60829 0.25877
H 0.28571 -0.00773 -1.73175
H 0.48476 -1.74428 -2.22940
H -1.39956 -3.23370 -2.08838
H -3.01222 -2.49979 -2.01918
H -2.05986 -1.03934 -4.20469
H -3.08418 -2.57966 -4.30291
H -0.99712 -2.34564 -5.82794
H 0.03431 -2.47072 -4.29300
H -0.20408 -4.77902 -4.17511
H -1.83328 -4.77579 -4.84834
H -0.26316 -5.72934 -6.52630
H -1.05933 -4.17108 -7.12096
H 1.08263 -3.95599 -7.75083
H 1.09197 -3.03910 -6.37738
H 2.02394 -5.89253 -6.42981
H 2.22162 -4.62611 -5.12115
H 3.34941 -4.24410 -7.97731
H 3.55601 -3.16746 -6.53050
H 5.29675 -4.70403 -6.98063
C -1.23394 1.68640 3.06713
C -0.91691 2.02397 4.40832
C -1.68916 1.53611 5.44403
C -2.77392 0.70575 5.16153
C -3.08836 0.36808 3.82226
C -2.32778 0.86270 2.78633
H -0.61017 2.07527 2.25524
H -0.07128 2.66500 4.61219
H -1.45733 1.79641 6.46992
H -3.38181 0.31854 5.97092
H -3.93314 -0.27951 3.61394
H -2.57308 0.61442 1.76236
B 1.11028 -1.94179 -8.54702
F -0.26358 -2.16921 -8.78815
F 1.83939 -3.13193 -8.82542
F 1.57780 -0.88301 -9.32857
F 1.27806 -1.64175 -7.17130
C 2.47942 2.69118 8.14155
C 2.41384 1.97203 9.49413
C 1.13226 2.42938 10.19447
S -0.02563 2.86276 8.89519
O -0.28097 4.27725 8.96467
O -1.09226 1.89013 8.85913
C 1.08881 2.55439 7.53094
H 3.24539 2.26635 7.49147
H 2.71600 3.74671 8.29678
H 2.37818 0.88953 9.33058
H 3.29136 2.18331 10.10701
H 0.70201 1.63980 10.80845
H 1.30350 3.31895 10.79986
H 0.89888 3.26760 6.73082
H 0.91088 1.53655 7.17918
F 0.03125 3.57783 2.41683
C 4.67231 0.94915 12.95904
Cl 3.67976 2.40578 13.02377
Cl 4.48990 0.02977 14.44920
Cl 4.14983 -0.06444 11.57395
Cl 6.37845 1.39233 12.72650
K -0.99653 0.70805 -2.99875
C -0.04814 4.45115 -7.58274
C -1.13655 4.02601 -6.61943
O -0.56410 3.37234 -5.47461
H 0.53141 3.58644 -7.91095
H -0.47393 4.94227 -8.45785
H 0.64962 5.14034 -7.09813
H -1.81540 3.32530 -7.09903
H -1.71468 4.88747 -6.28071
H 0.02806 3.99968 -5.05099
Al 6.10901 0.17907 10.09706
O -3.46905 4.87844 -8.17206
H -3.92183 5.71288 -8.01437
H -4.15707 4.21617 -8.05671
N -6.48338 0.77225 4.89626
O -7.02135 1.16023 5.92126
O -5.93563 -0.33855 4.87057
O -6.46952 1.48000 3.89374
```

E_LUMO ... -9.4 eV
E_HOMO ... -12.24 eV
M ... 826.36 g mol⁻¹
Net charge ... +2


The following is a quantum chemistry calculation of a structure of composition C22H44AlBrCl16F3O in a non-equilibrium geometry, from OMol25.

XYZ file:
```
88
Properties=species:S:1:pos:R:3
C 0.98454 0.93674 0.36325
C 1.03160 -0.04847 -0.79710
C 0.89532 -1.52556 -0.42047
Br 1.96362 -2.03687 1.16348
Al -1.03750 -2.16773 -0.19554
C -2.35382 -0.97661 -1.26067
C -3.51636 -0.34351 -0.48468
O -3.47879 -0.52856 0.92141
C -3.64204 1.15436 -0.74909
F -3.49141 1.48316 -2.05682
F -4.88502 1.62163 -0.39488
F -2.73819 1.87227 -0.04468
H 1.81678 0.80289 1.04033
H 0.04587 0.86559 0.91412
H 1.04701 1.95224 -0.03335
H 1.99809 0.09647 -1.30256
H 0.26838 0.23529 -1.52161
H 1.32811 -2.10999 -1.22998
H -1.10532 -3.64049 -0.86927
H -1.47782 -2.32234 1.34564
H -2.79123 -1.55702 -2.06631
H -1.77692 -0.18149 -1.73619
H -4.45296 -0.76870 -0.85411
H -4.32713 -0.86741 1.19615
Cl 3.12902 2.47531 4.07634
C 4.85898 2.28021 3.69541
C 5.07681 2.06158 2.22067
Cl 4.43601 0.49065 1.69014
H 5.23915 1.44693 4.28095
H 5.36212 3.19106 4.01823
H 6.14322 2.07339 1.99582
H 4.59149 2.83932 1.63499
Cl 2.40660 4.66049 0.73573
C 1.18868 5.96202 0.68683
C 0.00864 5.69522 1.58366
Cl -1.01310 4.35450 0.99803
H 0.87332 6.08595 -0.34568
H 1.69257 6.87215 1.01244
H -0.62238 6.57970 1.61676
H 0.32890 5.45686 2.59552
Cl 2.09541 4.81386 6.83926
C 1.08059 3.43924 7.34234
C 1.61686 2.75866 8.57508
Cl 3.15655 1.91516 8.27061
H 1.01706 2.75120 6.50273
H 0.08645 3.83290 7.54706
H 0.90458 2.00833 8.91409
H 1.78274 3.47182 9.37854
Cl 5.22867 1.29078 -1.88224
C 5.21835 1.02358 -3.64068
C 3.93170 0.38196 -4.09737
Cl 3.77789 -1.29342 -3.51951
H 6.07855 0.40887 -3.89409
H 5.33298 1.99745 -4.11523
H 3.90645 0.34923 -5.18595
H 3.06627 0.93736 -3.74323
Cl -1.87202 -5.25556 1.34096
C -1.51033 -6.99460 1.25875
C -0.11692 -7.31212 1.73725
Cl 1.13515 -6.68397 0.63633
H -1.65642 -7.30989 0.23435
H -2.23657 -7.51096 1.88777
H 0.01981 -8.39289 1.78697
H 0.06492 -6.89252 2.72360
Cl -1.68577 -9.88723 -0.29520
C -2.57045 -10.33401 -1.77470
C -3.20484 -9.13185 -2.42774
Cl -4.53600 -8.46945 -1.44658
H -3.31437 -11.08098 -1.50968
H -1.84925 -10.78470 -2.45459
H -3.62775 -9.41855 -3.38920
H -2.48068 -8.33674 -2.58853
Cl -0.62888 9.76088 0.88997
C -0.56358 9.48063 -0.87045
C -1.80248 8.79295 -1.38419
Cl -1.92232 7.11849 -0.79605
H 0.32751 8.89357 -1.07865
H -0.45801 10.45482 -1.34489
H -1.76870 8.75176 -2.47191
H -2.70459 9.32025 -1.08432
Cl -1.41499 -2.04452 -4.35718
C -2.53840 -2.27357 -5.71206
C -3.47269 -3.43441 -5.48209
Cl -2.62535 -5.00407 -5.53040
H -1.95672 -2.40935 -6.62112
H -3.11767 -1.35529 -5.80418
H -4.22709 -3.46027 -6.26733
H -3.97046 -3.35409 -4.51921
```

E_LUMO ... 1.9 eV
E_HOMO ... -4.40 eV
M ... 1055.72 g mol⁻¹
Net charge ... -1


The following is a quantum chemistry calculation of a cluster of 2 separate species, C22H44BF5N5O9P in total in a non-equilibrium geometry, from OMol25.

XYZ file:
```
87
Properties=species:S:1:pos:R:3
C -4.02951 -4.20625 -1.24408
C -2.64550 -4.08089 -1.86765
O -2.67853 -3.11749 -2.89582
C -1.41236 -2.89775 -3.48197
C -1.57792 -1.99161 -4.69253
O -1.09862 -0.67329 -4.50974
C 0.30810 -0.56330 -4.39376
C 0.63438 0.65448 -3.54681
O 1.59726 0.27202 -2.56106
C 1.98472 1.31911 -1.71361
N 1.86578 0.94570 -0.30515
C 0.52143 0.80840 0.06651
N -0.16221 1.88417 0.36815
C 0.48958 3.19751 0.46069
C 0.61044 3.52113 1.94845
C 1.88342 2.98068 2.59997
C 1.53075 2.53642 3.99763
O 0.91413 1.23483 3.84155
C -0.31371 1.06011 4.29834
O -0.98874 0.11940 3.95491
C -1.65279 1.88325 0.74401
N -2.27315 3.14542 0.72187
C -2.61322 3.69163 -0.58655
N 0.16658 -0.50239 0.02368
C -1.11444 -1.11607 0.36628
C -2.04134 -1.17689 -0.82256
N -1.90555 -0.36944 -1.79308
C 1.35606 -1.34190 0.32592
C 1.38199 -1.77654 1.80469
C 0.72305 -3.11098 2.15821
F -0.39929 -2.90801 2.95264
C 1.44767 -2.43075 -0.74210
P 2.64591 -3.78702 -0.64999
O 3.28473 -4.03641 -1.95760
O 1.83985 -5.03508 -0.07044
O 3.63198 -3.49126 0.55929
C 2.51349 -0.31835 0.10629
O 3.46829 -0.75552 -0.81478
H -4.43058 -5.20968 -1.37496
H -4.72220 -3.50181 -1.69581
H -3.99389 -4.02923 -0.17009
H -1.91388 -3.78346 -1.10332
H -2.30759 -5.04455 -2.26564
H -0.72836 -2.44959 -2.75496
H -0.96739 -3.85551 -3.77890
H -1.14035 -2.45233 -5.58377
H -2.64544 -1.89580 -4.88357
H 0.75017 -0.47095 -5.39097
H 0.76142 -1.43972 -3.92697
H 1.04877 1.45151 -4.16733
H -0.28077 0.98294 -3.05164
H 1.34763 2.18842 -1.87942
H 3.01675 1.60762 -1.91300
H -0.09833 3.94381 -0.06450
H 1.47277 3.18702 0.00738
H 0.48242 4.58369 2.15133
H -0.23575 3.04008 2.44109
H 2.29419 2.13374 2.04911
H 2.62723 3.77440 2.67725
H 2.36747 2.49340 4.68957
H 0.81259 3.24842 4.40948
H -0.67595 1.83537 4.98254
H -1.73517 1.43487 1.73153
H -2.13642 1.26158 0.00515
H -1.90298 3.82760 1.36447
H -3.63355 3.43278 -0.86468
H -2.51631 4.77424 -0.57117
H -1.94267 3.32693 -1.37125
H -0.94371 -2.13400 0.70387
H -1.62610 -0.63786 1.20280
H -2.79839 -1.96190 -0.79411
H -2.58435 -0.54872 -2.52935
H 2.40864 -1.78443 2.16099
H 0.85271 -1.01711 2.38727
H 0.39218 -3.66444 1.28072
H 1.41389 -3.75800 2.69699
H 0.47576 -2.91248 -0.86270
H 1.68096 -1.95513 -1.69315
H 1.58722 -5.58407 -0.82444
H 4.40221 -3.03050 0.20305
H 3.01358 -0.10831 1.05249
H 4.32477 -0.40074 -0.56045
B 0.10649 6.32557 4.65800
F 0.82894 5.29869 5.32447
F -0.64061 5.73037 3.59438
F -0.76872 6.93883 5.54466
F 1.00799 7.24136 4.10779
```

E_LUMO ... -0.5 eV
E_HOMO ... -10.09 eV
M ... 659.40 g mol⁻¹


The following is a quantum chemistry calculation of a cluster of 3 separate species, C22H44BrFN4O3P in total in a non-equilibrium geometry, from OMol25.

XYZ file:
```
76
Properties=species:S:1:pos:R:3
C 2.88664 -1.73676 1.27157
C 2.09557 -3.19789 1.12435
C 1.16849 -3.21131 -0.22920
Br 1.89686 -4.54879 -1.56061
C -0.44268 -3.35916 0.04485
C -1.42221 -2.09362 -0.41015
C -3.07584 -2.21366 -0.19688
P -4.09402 -0.68835 -0.75687
N -3.54899 -0.11051 -2.19644
O -3.84743 0.57073 0.42196
O -5.79289 -1.02144 -0.98573
C -3.67300 -3.58579 0.47302
N -2.72631 -4.71926 0.91870
C -1.20031 -4.64441 0.73410
C -0.34285 -5.94312 1.27427
C -0.59218 -5.98697 2.92662
O -1.59719 -6.67433 3.49095
F 0.35456 -5.16619 3.74612
H 3.96498 -1.88130 1.74771
H 3.08311 -1.27314 0.19711
H 2.26706 -1.03358 1.97709
H 2.96682 -3.99162 0.93471
H 1.51534 -3.49884 2.10635
H 1.32351 -2.14728 -0.74696
H -0.93254 -1.14024 -0.88108
H -2.76842 -0.70044 -2.56053
H -2.88896 0.86427 0.41878
H -6.14182 -0.18197 -1.44984
H -4.83387 -3.71401 0.61786
H -3.18394 -5.57730 1.35128
H 0.80211 -5.77445 1.09979
H -0.72356 -6.95565 0.78679
C -1.38773 2.68414 -4.08644
C -0.22622 2.26187 -3.19302
N 0.43790 1.02637 -3.62497
C 1.35752 0.48166 -2.62003
C 2.58190 1.31549 -2.25770
C 0.93850 1.00553 -5.00075
C 1.94733 2.07584 -5.40332
H -2.12835 1.88354 -4.18274
H -1.88967 3.55550 -3.65386
H -1.05025 2.96971 -5.08857
H -0.63866 2.10673 -2.18649
H 0.47962 3.09220 -3.11416
H 1.69124 -0.51567 -2.93500
H 0.78583 0.30418 -1.69963
H 3.34273 1.27611 -3.03961
H 3.04248 0.91588 -1.34740
H 2.33312 2.36185 -2.06211
H 0.08001 1.07801 -5.67951
H 1.36648 0.01893 -5.22057
H 1.67532 3.07090 -5.04112
H 2.00658 2.13387 -6.49524
H 2.95169 1.83751 -5.04484
C -0.25510 5.05131 3.35025
C -0.49083 3.64860 2.80028
N 0.73415 2.96550 2.36796
C 0.47482 1.74783 1.59185
C -0.22342 0.59305 2.30220
C 1.79977 2.85076 3.36552
C 1.47216 2.13665 4.67245
H 0.27964 5.67783 2.62896
H -1.21542 5.53108 3.56458
H 0.31361 5.03357 4.28617
H -1.15951 3.75403 1.93481
H -1.03689 3.06386 3.54444
H 1.41745 1.38067 1.16538
H -0.13333 2.02527 0.72085
H 0.45217 0.06940 2.98131
H -0.56216 -0.14190 1.56357
H -1.10369 0.91738 2.86338
H 2.15034 3.86063 3.61096
H 2.67623 2.36971 2.91248
H 0.50345 2.43202 5.08439
H 2.23083 2.37826 5.42425
H 1.48231 1.05071 4.55130
```

E_LUMO ... -5.7 eV
E_HOMO ... -10.25 eV
M ... 542.50 g mol⁻¹
Net charge ... +1